# 1
Below is an isolated ion of composition C5H13N2O and charge +1 at a distorted geometry, with properties calculated with ωB97M-V/def2-TZVPD.

## Properties
E_LUMO ... -3.64 eV
Relative energy (zero: lowest compared OMol25 entry of this formula, charge and spin) ... 40.58 kcal/mol
HOMO-LUMO gap ... 9.368 eV
SMILES ... N/C(=C\[NH3+])CCCO
Net charge ... +1

Structure (XYZ):
```
21
C5H13N2O ωB97M-V/def2-TZVPD
C -2.63620 0.00006 0.95385
O -3.78952 0.04263 0.10567
C -1.40250 0.12651 0.06000
C -0.19240 -0.59315 0.70805
C 1.02377 -0.38041 -0.15142
C 1.94570 0.52424 0.21675
N 3.00810 0.90553 -0.73220
N 1.05167 -1.04599 -1.33824
H -2.63077 -0.96264 1.46175
H -2.65790 0.81756 1.66683
H -4.55675 0.32871 0.61308
H -1.62106 -0.23761 -0.93574
H -1.16090 1.18471 -0.02673
H -0.37574 -1.64788 0.88965
H -0.01077 -0.08476 1.65367
H 2.00044 0.97286 1.18927
H 2.65767 0.82347 -1.69076
H 3.32305 1.86332 -0.57696
H 3.84099 0.30665 -0.68706
H 0.28466 -1.66404 -1.55394
H 1.89846 -1.27978 -1.82552
```

# 2
Below is an isolated ion of composition C5H13N2O and charge +1 at a distorted geometry, with properties calculated with ωB97M-V/def2-TZVPD.

## Properties
E_LUMO ... -3.10 eV
Relative energy (zero: lowest compared OMol25 entry of this formula, charge and spin) ... 56.32 kcal/mol
HOMO-LUMO gap ... 10.790 eV
SMILES ... CC[NH2+]CC(=O)NC
Net charge ... +1

Structure (XYZ):
```
21
C5H13N2O ωB97M-V/def2-TZVPD
O -0.34222 -1.37242 1.75226
C -1.04447 -0.82776 0.91270
N -2.27066 -0.26931 1.10957
C -3.22007 0.13677 0.02544
C -0.46875 -0.78338 -0.52009
N 1.13718 -0.56768 -0.19357
C 1.64286 0.89659 -0.59628
C 3.09943 0.86060 -0.31176
H -2.56185 -0.10762 2.10939
H -4.11101 -0.54549 0.10275
H -3.54734 1.08913 0.32889
H -2.73825 0.16646 -0.98110
H -0.44037 -1.89375 -0.57611
H -0.94612 -0.06559 -1.23404
H 1.77127 -1.27768 -0.67950
H 1.20694 -0.60492 0.89926
H 1.29070 0.85866 -1.53686
H 1.09953 1.56148 0.00133
H 3.32180 0.31278 0.62298
H 3.38765 1.93717 -0.15415
H 3.73375 0.49597 -1.08110
```